# 1
Density functional theory data (ωB97M-V/def2-TZVPD) for a molecular structure, C19H23B3Cl2F4N10O6Ti.

Last column: Löwdin charge in e.
Cartesian coordinates (Å):
Ti  0.008086  0.230001  -0.397255  1.237
C  -0.337434  4.145598  1.720796  0.026
C  0.085917  2.875278  1.082260  -0.200
N  -0.459559  2.355566  0.050497  -0.013
O  -1.555886  2.963007  -0.435892  0.040
B  -1.692233  3.016445  -1.953039  -1.095
F  -0.738803  3.900534  -2.432150  0.166
F  -2.986524  3.354100  -2.191005  0.201
O  -1.451335  1.667408  -2.553402  0.064
N  -0.183100  1.268149  -2.287324  -0.041
C  0.633041  1.103590  -3.248466  -0.203
C  0.347488  1.427211  -4.666784  0.039
C  1.934767  0.552381  -2.774177  -0.183
N  1.954958  0.273271  -1.523151  0.024
O  3.135390  -0.194477  -1.048468  0.044
B  3.580193  0.447074  0.228510  -1.098
F  3.748611  1.814083  0.002496  0.152
F  4.698526  -0.211646  0.638447  0.198
O  2.547832  0.278680  1.319611  0.055
N  1.420695  0.961529  0.983169  -0.041
C  1.236399  2.070898  1.595743  -0.189
C  2.108236  2.539704  2.703422  0.038
C  3.079186  0.404463  -3.707209  0.031
H  -1.093413  4.643297  1.122333  0.094
H  0.520313  4.804645  1.853239  0.097
H  -0.747488  3.929538  2.711110  0.107
H  -0.457197  2.154182  -4.725608  0.100
H  0.034761  0.512849  -5.177568  0.106
H  1.238753  1.814448  -5.156848  0.093
H  3.134884  2.624247  2.347340  0.106
H  2.104978  1.782532  3.489532  0.111
H  1.775931  3.490465  3.106108  0.079
H  2.742660  -0.110152  -4.608508  0.102
H  3.891279  -0.141635  -3.241291  0.093
H  3.439640  1.391570  -4.005600  0.110
C  -2.823249  0.849656  2.798687  -0.015
C  -2.440987  0.885966  1.468559  -0.136
N  -1.382068  0.091375  1.261753  -0.017
N  -1.072849  -0.475412  2.458956  0.006
C  -1.925933  -0.029364  3.381456  -0.053
B  -0.336231  -1.839723  2.640942  -0.546
N  0.859430  -1.943006  1.679978  0.003
C  1.768116  -2.914235  1.801257  -0.038
C  2.273607  -3.234689  0.556687  0.001
C  1.593591  -2.393574  -0.308036  -0.097
N  0.744561  -1.613392  0.367881  -0.033
N  -1.320881  -2.956180  2.384796  -0.060
C  -1.650117  -3.953985  3.230891  -0.099
C  -2.528523  -4.789669  2.578713  -0.076
C  -2.673948  -4.198007  1.310921  -0.171
N  -1.948403  -3.098134  1.193671  0.082
H  -3.638504  1.372261  3.264230  0.103
H  -2.852197  1.459167  0.654592  0.108
H  -1.860935  -0.410102  4.387352  0.132
H  0.049073  -1.927129  3.781379  0.124
H  1.957591  -3.348184  2.768959  0.136
H  3.026479  -3.960673  0.311811  0.108
H  1.677219  -2.299824  -1.377372  0.127
H  -1.241789  -3.990001  4.226575  0.112
H  -2.993857  -5.681140  2.958996  0.084
H  -3.282389  -4.527642  0.482707  0.094
Cl  -3.417119  -0.726643  -4.272527  0.641
C  -2.825645  -1.405217  -2.746177  -0.983
Cl  -3.639789  -0.678760  -1.367042  0.681
C  -1.303506  -1.337489  -2.708372  -0.651
O  -0.642264  -1.597256  -3.682851  0.092
O  -0.764090  -1.004576  -1.561605  -0.185
H  -3.083963  -2.463221  -2.748666  0.077

Atoms 1-2, force components in eV/Å:
-0.3159 -0.5336 -0.8349
-0.0426 0.0501 0.0319

The HOMO energy comes out at -8.90 eV. The total energy comes out at -108331.7235 eV. The energy above the lowest of the compared OMol25 structures with the same formula, charge and spin is 0.000 eV. As for the gap between HOMO and LUMO: 6.714 eV.

=====

# 2
Density functional theory data (ωB97M-V/def2-TZVPD) for C19H23BBrClN4O2S2 in the gas phase.

Last column: Löwdin charge in e.
Cartesian coordinates (Å):
O  1.596402  -0.215657  0.341075  0.037
B  2.109151  0.202638  1.686971  -0.439
O  3.610328  0.219609  1.802607  0.039
C  1.167960  0.573825  2.983401  -0.026
C  -0.383827  0.965170  2.627841  0.004
C  -1.776610  0.156783  3.015394  -0.041
C  -1.964846  -1.242304  3.848845  -0.154
C  -0.832307  -2.389325  3.549903  -0.198
C  -0.592273  -2.735435  1.965564  -0.167
C  0.940817  -3.220617  1.542095  -0.046
C  1.415929  -3.626704  0.025235  -0.058
C  0.301294  -3.549311  -1.176018  -0.040
C  -1.258879  -3.092828  -0.788176  -0.034
C  -1.713630  -2.691304  0.770471  -0.024
N  -2.977118  0.935853  2.504514  0.081
C  -2.533609  2.184837  1.768884  -0.395
Cl  -3.606610  3.494682  0.955928  0.637
N  -0.998467  2.122786  1.872356  -0.065
C  -0.202878  3.228529  1.210158  -0.149
C  -0.453660  3.122342  -0.408717  -0.253
C  0.898907  2.710912  -1.275457  -0.475
S  0.625358  3.455775  -3.005779  0.736
C  -0.041767  2.078130  -4.149625  -1.017
S  -1.686394  2.083440  -4.699469  0.408
N  0.806134  0.919541  -4.654418  -0.171
C  0.738254  0.150086  -5.981764  -0.067
C  1.889538  -1.014909  -6.122942  -0.109
N  2.615618  -0.879724  -4.778851  -0.077
C  1.964566  0.222670  -3.939884  -0.096
H  0.600674  -0.325573  0.357848  0.097
H  3.907158  0.994004  2.364764  0.104
H  1.286941  -0.278778  3.777788  0.123
H  1.652297  1.545904  3.477572  0.135
H  -2.029691  -1.015260  5.007941  0.128
H  -3.023227  -1.707605  3.563180  0.125
H  0.166688  -2.120936  4.112353  0.102
H  -1.219984  -3.396428  4.059444  0.133
H  1.768306  -3.267462  2.391703  0.094
H  2.532369  -3.938635  -0.250213  0.103
H  0.647001  -3.841829  -2.260873  0.095
H  -2.013502  -3.092257  -1.692865  0.082
H  -2.815944  -2.375909  1.038425  0.082
H  -4.004820  0.749967  2.555209  0.159
H  0.951032  3.111546  1.493131  0.142
H  -0.566892  4.241625  1.687782  0.136
H  -1.278493  2.326808  -0.720095  0.072
H  -0.896947  4.177769  -0.743747  0.108
H  1.901060  3.051330  -0.776480  0.090
H  0.826704  1.535766  -1.435943  0.068
H  -0.041553  0.342387  -6.848631  0.093
H  2.132673  -1.780698  -6.974523  0.084
H  2.299206  0.524303  -2.859137  0.104
Br  -2.438441  0.370470  -2.814777  -0.300

Atoms 1-2, force components in eV/Å:
0.0939 1.3196 4.2849
1.5225 -1.1712 -3.1015

The HOMO energy comes out at -6.25 eV. The total energy comes out at -135023.1220 eV. As for the gap between HOMO and LUMO: 4.745 eV.

=====

# 3
Density functional theory data (ωB97M-V/def2-TZVPD) for C19H23Cl2N3O4 in the gas phase.

Last column: Löwdin charge in e.
Cartesian coordinates (Å):
C  -5.655610  -0.300485  0.748707  -0.082
C  -4.163165  -0.589215  0.907750  -0.424
C  -3.580109  0.261542  2.031042  -0.076
C  -3.455260  -0.339840  -0.429040  -0.115
C  -2.010121  -0.864896  -0.478174  -0.237
N  -1.126045  -0.022064  0.292199  0.038
C  0.224888  -0.518628  0.452188  -0.244
C  1.110491  0.595275  1.046679  -0.044
C  1.115794  1.827583  0.211937  -0.229
C  0.600528  3.063697  0.506697  -0.108
N  0.822976  3.928636  -0.514149  0.063
C  1.458258  3.239351  -1.418376  -0.170
N  1.668849  1.954870  -1.041072  -0.025
C  2.289929  0.940764  -1.854721  -0.078
C  3.374612  0.194959  -1.120853  -0.209
C  3.446230  -1.189207  -1.183252  -0.064
C  4.445945  -1.856996  -0.492640  -0.660
Cl  4.528212  -3.572991  -0.570131  0.705
C  5.377465  -1.165462  0.265588  -0.126
C  5.296236  0.217631  0.313501  -0.660
Cl  6.447522  1.098249  1.248014  0.694
C  4.309133  0.903227  -0.374099  -0.062
C  0.253923  -1.692887  1.415907  -0.501
O  0.905357  -2.689427  1.243823  0.119
O  -0.493609  -1.494425  2.499503  0.125
C  -1.578952  -0.971542  -1.937886  -0.474
O  -0.720326  -0.298745  -2.452300  0.106
O  -2.255214  -1.905097  -2.607576  0.127
H  -5.811493  0.737872  0.464429  0.081
H  -6.177318  -0.479603  1.685595  0.075
H  -6.097343  -0.936500  -0.015362  0.074
H  -4.041449  -1.646479  1.167881  0.137
H  -2.524177  0.050051  2.159959  0.046
H  -4.099956  0.055572  2.963967  0.076
H  -3.695838  1.317940  1.800540  0.084
H  -4.020123  -0.839935  -1.218299  0.118
H  -3.444408  0.731393  -0.640764  0.136
H  -1.987162  -1.878737  -0.059912  0.166
H  -1.098249  0.911919  -0.107616  0.130
H  0.674410  -0.879751  -0.485771  0.129
H  0.704955  0.862335  2.023996  0.135
H  2.122788  0.205194  1.177341  0.124
H  0.090851  3.375796  1.396107  0.106
H  1.783757  3.625363  -2.364070  0.122
H  1.525337  0.248473  -2.222482  0.105
H  2.724507  1.447224  -2.723801  0.142
H  2.729780  -1.751227  -1.761109  0.117
H  6.147953  -1.691228  0.805037  0.106
H  4.260069  1.979809  -0.318874  0.122
H  -0.436062  -2.256106  3.098751  0.142
H  -1.968749  -1.943272  -3.534797  0.138

Atoms 1-2, force components in eV/Å:
0.2358 -0.2080 0.0360
-0.0809 0.2999 -0.0829

The HOMO energy comes out at -8.74 eV. The total energy comes out at -57783.3767 eV. As for the structure (SMILES): CC(C)C[C@H](N[C@@H](Cc1cncn1Cc1cc(Cl)cc(Cl)c1)C(=O)O)C(=O)O. The energy above the lowest of the compared OMol25 structures with the same formula, charge and spin is 0.053 eV. As for the gap between HOMO and LUMO: 9.186 eV.

=====

# 4
Density functional theory data (ωB97M-V/def2-TZVPD) for C19H23ClN4O in the gas phase.

Last column: Löwdin charge in e.
Cartesian coordinates (Å):
O  1.856771  3.449162  -0.892504  0.067
C  1.547686  2.280945  -0.965251  -0.529
N  0.326668  1.859336  -1.417525  0.061
C  -0.770843  2.793251  -1.526562  -0.165
C  -1.737669  2.610962  -0.351162  -0.175
N  -2.128708  1.213753  -0.233079  -0.191
C  -2.548205  0.854133  1.110036  -0.173
C  -2.786943  -0.651954  1.171741  -0.147
N  -3.819419  -1.023297  0.229181  -0.109
C  -4.575280  -2.169437  0.458072  -0.229
C  -4.820698  -3.119680  -0.535579  -0.033
C  -5.633014  -4.210803  -0.286722  -0.093
C  -6.214207  -4.391464  0.954904  -0.107
C  -5.977754  -3.456596  1.949682  -0.092
C  -5.176631  -2.360287  1.706767  -0.032
C  -3.438386  -0.658919  -1.114562  -0.163
C  -3.177258  0.846796  -1.168769  -0.169
N  2.386020  1.223925  -0.664374  0.132
C  3.721652  1.261093  -0.277137  -0.222
C  4.421415  2.447704  -0.069572  -0.014
C  5.745984  2.403870  0.321589  -0.073
C  6.400043  1.198767  0.515928  -0.123
C  5.695995  0.024862  0.308418  -0.679
Cl  6.482092  -1.499645  0.541561  0.666
C  4.371204  0.041555  -0.083880  -0.060
H  0.018574  0.919736  -1.209723  0.123
H  -0.349410  3.799772  -1.516204  0.120
H  -1.279178  2.629861  -2.480867  0.110
H  -1.214418  2.893142  0.565614  0.124
H  -2.604802  3.279324  -0.471634  0.126
H  -1.756269  1.125193  1.812396  0.123
H  -3.473586  1.380210  1.400937  0.132
H  -3.075717  -0.939146  2.181086  0.112
H  -1.842563  -1.166374  0.922896  0.130
H  -4.365862  -3.022770  -1.509248  0.098
H  -5.803204  -4.932073  -1.073226  0.102
H  -6.844125  -5.246695  1.146069  0.097
H  -6.430772  -3.577542  2.923131  0.102
H  -5.030508  -1.630671  2.489122  0.104
H  -4.255483  -0.891514  -1.798440  0.122
H  -2.530773  -1.194279  -1.441023  0.130
H  -2.866907  1.117498  -2.179228  0.116
H  -4.117093  1.378737  -0.937571  0.132
H  2.012767  0.294928  -0.798501  0.141
H  3.920684  3.388659  -0.220223  0.098
H  6.281318  3.327687  0.478692  0.107
H  7.433356  1.167577  0.821144  0.100
H  3.845560  -0.888971  -0.240119  0.106

Atoms 1-2, force components in eV/Å:
0.1802 0.3911 0.1384
-0.0866 -0.3964 -0.2221

The HOMO energy comes out at -8.03 eV. The total energy comes out at -40607.6764 eV. As for the structure (SMILES): O=C(NCCN1CCN(c2ccccc2)CC1)Nc1cccc(Cl)c1. The energy above the lowest of the compared OMol25 structures with the same formula, charge and spin is 0.000 eV. As for the gap between HOMO and LUMO: 8.514 eV.

=====

# 5
Density functional theory data (ωB97M-V/def2-TZVPD) for a molecular structure, C19H23F4N4O2Zr.

Last column: Löwdin charge in e.
Cartesian coordinates (Å):
Zr  -0.324317  -0.183005  -0.815858  1.973
C  1.923845  -1.194984  -2.319716  -0.042
C  1.914477  0.326167  -2.497426  -0.181
N  1.394337  1.027338  -1.279020  -0.349
C  2.255941  0.836356  -0.058686  -0.223
C  3.718574  1.217865  -0.235269  -0.016
C  0.993220  2.445185  -1.530535  -0.107
C  -0.312731  2.456390  -2.314571  -0.131
N  -1.108951  1.281269  -1.878437  -0.154
C  -2.366216  1.040371  -2.504956  -0.146
C  -2.775773  -0.282831  -2.589638  -0.068
F  -1.840224  -1.203566  -1.989466  -0.070
C  -3.927624  -0.743987  -3.171197  -0.201
F  -4.196969  -2.029239  -3.192711  0.177
C  -4.767874  0.206375  -3.734200  0.155
C  -4.412716  1.540427  -3.671083  -0.171
F  -5.193861  2.454919  -4.190240  0.189
C  -3.231613  1.973657  -3.056666  -0.126
F  -2.956925  3.267191  -3.003262  0.154
H  2.190525  -1.660709  -3.269980  0.129
H  0.939551  -1.688029  -2.116406  0.060
H  2.633130  -1.548243  -1.571907  0.105
H  1.281268  0.615732  -3.336759  0.134
H  2.923516  0.675144  -2.717013  0.147
H  2.197124  -0.226362  0.241521  0.111
H  1.799969  1.430331  0.737189  0.130
H  4.245016  0.552771  -0.917877  0.094
H  4.214241  1.150254  0.732127  0.111
H  3.813334  2.245694  -0.586098  0.104
H  1.783497  2.981484  -2.057642  0.157
H  0.859317  2.916740  -0.556325  0.141
H  -0.157750  2.379439  -3.393450  0.148
H  -0.845604  3.387100  -2.131449  0.139
H  -5.689285  -0.094266  -4.218758  0.173
O  2.997942  -3.119747  5.226567  0.009
C  1.718302  -3.658911  5.216406  -0.203
N  0.740613  -2.642322  4.774439  0.138
C  0.693303  -2.247929  3.510087  -0.433
O  1.341626  -2.722202  2.586532  0.063
C  -0.241037  -1.097186  3.140453  -0.043
C  -0.989011  -0.238543  3.942466  0.095
C  -1.727786  0.792502  3.357024  0.037
C  -1.716774  0.961307  1.990232  -0.043
N  -1.002203  0.119910  1.205457  -0.127
C  -0.297878  -0.869000  1.786003  -0.122
H  3.527942  -3.504091  4.520993  0.107
H  1.427160  -3.937685  6.226751  0.142
H  1.625080  -4.519318  4.556071  0.142
H  0.203032  -2.170556  5.482995  0.147
H  -1.003800  -0.338796  5.021135  0.146
H  -2.307672  1.469263  3.969952  0.145
H  -2.274031  1.744219  1.494413  0.140
H  0.312737  -1.573902  1.187768  0.115

Atoms 1-2, force components in eV/Å:
-0.0989 -0.0114 0.1748
-0.0184 0.0112 -0.0078

The HOMO energy comes out at -17.75 eV. The total energy comes out at -42254.0975 eV. The charge is +3. The energy above the lowest of the compared OMol25 structures with the same formula, charge and spin is 0.151 eV. As for the gap between HOMO and LUMO: 6.056 eV.